The following is a quantum chemistry calculation of a 9-piece molecular cluster, C6H29NO8 overall in a non-equilibrium geometry, from the Open Molecules 2025 dataset.

Properties
SMILES string = C=C(CC)CCN.O.O.O.O.O.O.O.O
HOMO-LUMO gap = 8.920 eV
ΔE to the lowest compared entry with this formula, charge and spin = 4.672 eV
M = 243.297 g mol⁻¹
net charge = 0

Each line ends with the Löwdin charge.
Cartesian coordinates (Å):
C 2.8342 1.7902 -1.6742  0.064
C 2.0153 0.8998 -1.0920  -0.281
C 0.5776 1.1514 -0.7953  -0.213
C 0.0348 1.4633 0.5542  -0.099
C 2.7317 -0.3550 -0.6703  -0.156
C 1.9477 -1.5524 -0.1565  -0.267
N 1.2702 -2.3763 -1.2054  0.021
H 3.5789 1.4512 -2.3363  0.056
H 2.6009 2.7936 -1.7126  0.035
H 0.0806 0.1460 -1.1032  0.139
H 0.1760 1.8369 -1.4708  0.085
H -1.0216 1.5322 0.5977  0.025
H 0.4847 0.8525 1.3810  0.080
H 0.4947 2.3472 1.0545  0.094
H 3.4234 -0.1525 0.1238  0.100
H 3.2455 -0.6022 -1.5522  0.101
H 1.3989 -1.2825 0.7812  0.054
H 2.6480 -2.3413 0.2473  0.133
H 0.3887 -1.9274 -1.6327  0.065
H 1.0192 -3.2323 -0.8506  0.012
O 1.6427 -1.2184 2.6582  -0.039
H 1.2670 -1.8117 2.0512  -0.012
H 1.8799 -1.5212 3.5061  0.057
O -2.3726 3.9682 -0.4960  -0.025
H -2.0487 4.2367 0.3874  0.082
H -1.7743 4.2674 -1.1373  0.028
O -1.1813 -1.7132 2.0245  -0.044
H -1.4015 -1.1746 1.2585  0.017
H -1.3849 -1.0902 2.7259  0.047
O -3.5974 0.6671 1.4512  -0.057
H -4.4156 1.1639 1.4562  0.037
H -3.1392 0.8876 0.6490  -0.047
O -2.8005 1.3932 -1.1041  -0.084
H -1.8367 1.4242 -0.8930  0.006
H -3.1687 2.2896 -0.9631  0.036
O 3.5603 0.5679 2.6327  -0.067
H 3.1443 1.4256 2.7537  0.032
H 2.8579 0.0156 2.2776  -0.034
O -1.7254 -2.0973 -2.7379  -0.077
H -2.3086 -2.4030 -2.0651  -0.047
H -2.0429 -2.2798 -3.6741  0.084
O -3.2512 -3.3429 -0.6915  -0.055
H -2.5429 -3.6942 -0.1184  0.065
H -3.2891 -2.4030 -0.4392  0.050


The following is a quantum chemistry calculation of a 9-piece molecular cluster, C6H29NO9 overall in a non-equilibrium geometry, from the Open Molecules 2025 dataset.

Properties
SMILES string = CCCCC(=O)NC.O.O.O.O.O.O.O.O
HOMO-LUMO gap = 9.765 eV
ΔE to the lowest compared entry with this formula, charge and spin = 5.008 eV
M = 259.296 g mol⁻¹
net charge = 0

Each line ends with the Löwdin charge.
Cartesian coordinates (Å):
C 3.1974 0.0868 1.7861  -0.090
C 2.9411 0.9181 0.4421  -0.211
C 1.4716 1.1350 0.2956  -0.221
C 0.7688 1.4534 1.5894  -0.096
C -0.4673 0.6149 1.5226  -0.456
O -1.0814 0.4067 0.4287  -0.054
N -0.9524 0.1783 2.6513  0.070
C -0.2966 -0.1407 3.8744  -0.046
H 2.8541 0.5749 2.7241  0.056
H 4.1971 0.0563 1.9120  0.016
H 2.8218 -0.9288 2.0776  0.097
H 3.5851 0.6142 -0.4230  0.118
H 3.4181 1.9408 0.4441  0.120
H 0.9950 0.1125 0.0150  0.109
H 1.3774 2.0246 -0.4131  0.121
H 1.3238 1.2607 2.4954  0.074
H 0.4542 2.5151 1.6573  0.154
H -1.8300 -0.1915 2.5252  0.079
H -0.2372 0.7272 4.4950  0.078
H 0.7743 -0.3602 3.9031  0.087
H -0.9527 -0.8925 4.3314  0.108
O 1.5670 -2.2195 -3.4082  -0.081
H 0.7208 -1.9524 -3.0223  -0.004
H 2.0509 -2.5621 -2.6714  -0.051
O -0.1088 3.3502 -1.4610  -0.045
H 0.3555 2.7034 -2.0117  0.045
H -0.7291 2.9222 -0.9353  -0.023
O -2.2060 1.9630 -2.5009  -0.116
H -1.9538 2.2138 -3.4047  0.055
H -2.4806 2.9304 -2.1794  0.128
O 2.4604 -2.5201 -1.0300  -0.140
H 3.0112 -1.8426 -0.5105  0.069
H 1.5250 -2.2981 -0.6006  0.041
O 0.1006 -2.1213 0.2019  -0.043
H -0.3445 -1.2464 0.3085  0.010
H -0.4377 -2.5975 -0.4409  0.069
O -2.6815 -1.5359 -1.2377  -0.109
H -2.0181 -0.7427 -1.2140  0.049
H -3.5941 -1.3096 -1.5456  0.088
O -0.3638 0.0528 -2.3827  -0.065
H -1.3595 0.1604 -2.5217  0.051
H -0.0852 0.1470 -1.4829  -0.029
O -3.3651 -0.7627 1.2528  -0.149
H -2.7798 -1.3653 0.5862  0.081
H -4.2565 -1.1726 1.3785  0.056


The following is a quantum chemistry calculation of a 9-piece molecular cluster, C6H30N12O9 overall in a non-equilibrium geometry, from the Open Molecules 2025 dataset.

Properties
HOMO-LUMO gap (spin up / spin down) = 1.821 / 8.524 eV
expectation value of S² = 0.75
2S+1 = 2
M = 414.381 g mol⁻¹
net charge = -1

Each line ends with the Löwdin charge.
Cartesian coordinates (Å):
C 33.6194 -11.7009 30.4535  -0.808
O 33.6820 -12.7487 31.0770  0.013
N 34.3085 -11.4735 29.4271  0.171
N 32.9677 -10.6337 30.7762  0.183
H 34.5549 -12.2000 28.7702  0.064
H 34.1226 -10.5805 28.9935  0.070
H 32.3848 -10.6811 31.5996  0.088
H 32.8489 -9.8429 30.1593  0.102
C 35.5973 -15.7378 29.4461  -0.786
O 36.1145 -16.7463 29.0861  -0.009
N 36.1931 -14.6084 29.2552  0.189
N 34.4973 -15.7051 30.1951  0.205
H 35.6719 -13.7546 29.3952  0.077
H 36.9041 -14.7027 28.5441  0.081
H 34.2876 -14.7640 30.4960  0.076
H 33.9925 -16.5415 30.4512  0.052
C 31.3357 -12.4654 33.4817  -0.771
O 32.1222 -11.4860 33.6985  -0.040
N 30.4437 -12.9406 34.2430  0.154
N 31.5415 -13.2465 32.4831  0.178
H 29.8762 -13.7171 33.9345  0.106
H 29.8921 -12.4004 34.8941  0.120
H 30.8694 -14.0001 32.5040  0.105
H 32.2991 -13.1329 31.8249  0.043
C 35.8426 -18.2494 25.6127  -0.873
O 36.3474 -19.1410 26.1428  0.085
N 35.8255 -18.1413 24.2984  0.135
N 35.1526 -17.2696 26.1521  0.177
H 35.1600 -17.5374 23.8375  0.082
H 36.2360 -18.9017 23.7756  0.107
H 35.0433 -17.1918 27.1532  0.085
H 34.5438 -16.7712 25.5188  0.083
C 39.4005 -16.8550 28.0567  -0.860
O 40.4348 -16.7112 27.4676  0.022
N 39.1131 -16.5857 29.2839  0.176
N 38.3709 -17.3561 27.5248  0.168
H 39.7761 -16.2916 29.9868  0.117
H 38.2061 -16.8164 29.6636  0.088
H 38.4434 -17.7861 26.6137  0.112
H 37.5430 -17.6248 28.0371  0.074
C 35.9714 -19.7235 31.7526  -0.901
O 36.8540 -18.9677 31.9717  0.084
N 35.7152 -20.8140 32.3424  0.173
N 35.1755 -19.4620 30.8005  0.173
H 36.3666 -20.9083 33.1084  0.121
H 34.8031 -21.2152 32.5076  0.114
H 34.4473 -20.0897 30.4910  0.119
H 35.4372 -18.5765 30.3910  0.096
O 36.9706 -14.0421 26.5359  -0.177
H 37.1200 -14.8100 25.9844  0.024
H 37.7194 -13.4719 26.3614  0.035
O 32.6284 -17.6673 31.0892  -0.065
H 33.3642 -18.1162 31.5055  0.012
H 32.2305 -18.3307 30.5255  0.041
O 34.2270 -13.7693 27.2359  -0.216
H 35.1831 -13.8041 27.2047  -0.050
H 33.9908 -13.0909 26.6033  -0.021


The following is a quantum chemistry calculation of a 8-piece molecular cluster, C6H30N2O7 overall in a non-equilibrium geometry, from the Open Molecules 2025 dataset.

Properties
SMILES string = CCN(C)[C@@H](C)CN.O.O.O.O.O.O.O
HOMO-LUMO gap = 7.820 eV
ΔE to the lowest compared entry with this formula, charge and spin = 3.629 eV
M = 242.313 g mol⁻¹
net charge = 0

Each line ends with the Löwdin charge.
Cartesian coordinates (Å):
C 1.9142 -0.5736 -0.6636  -0.079
C 1.2946 0.8355 -0.7420  -0.219
N 0.8265 1.4800 0.5181  -0.203
C 0.6012 0.5375 1.5573  -0.141
C 1.4993 2.7488 0.7929  -0.347
C 3.0242 2.8332 0.8374  -0.052
C 1.0675 3.7554 -0.3452  -0.293
N -0.2778 4.1927 -0.2173  0.000
H 2.8295 -0.5984 -0.0988  0.070
H 2.0481 -0.9113 -1.6908  0.070
H 1.0501 -1.2035 -0.3626  0.055
H 1.9948 1.4256 -1.3123  0.089
H 0.3455 0.8056 -1.2960  0.122
H -0.0798 0.8961 2.3163  0.063
H 0.0236 -0.4011 1.3344  0.083
H 1.5254 0.2287 2.0556  0.088
H 0.9901 3.1653 1.6605  0.142
H 3.2796 3.7771 1.3101  0.079
H 3.4199 2.9034 -0.1690  0.069
H 3.5000 2.0159 1.3430  0.066
H 1.5144 3.3752 -1.2817  0.094
H 1.6292 4.7691 -0.3551  0.132
H -0.7826 4.4751 -1.0552  0.075
H -0.8633 3.4203 0.1165  0.048
O -0.1561 -2.4946 2.1169  -0.042
H 0.1241 -2.4333 3.0323  0.054
H 0.5564 -3.0450 1.7707  0.044
O 0.1214 -4.0897 -0.6501  -0.055
H -0.0913 -4.7860 -1.2859  0.070
H -0.7351 -3.8504 -0.2660  -0.010
O -3.2134 0.1456 -0.3927  -0.041
H -3.5980 0.9558 -0.7346  0.042
H -3.3118 -0.5888 -0.9987  0.004
O -2.3743 -3.9964 0.5244  -0.091
H -2.2469 -3.7127 1.4572  0.055
H -1.8516 -4.8745 0.6793  0.103
O -1.8693 1.7903 1.9274  -0.062
H -1.1028 1.9358 1.3599  -0.017
H -2.5690 1.4151 1.4071  0.005
O -3.1126 -2.5928 -2.1365  -0.088
H -3.1462 -3.5468 -2.1655  0.025
H -2.2634 -2.0929 -2.2116  0.015
O -0.5078 -2.2864 -2.5930  -0.069
H -0.2782 -2.8732 -1.8356  0.001
H -0.7486 -2.9316 -3.2575  0.047